1.
C23H31Cl39N3O2 | the ωB97M-V functional and the def2-TZVPD basis

E_tot ... -19156.781003 a.u.
Multiplicity ... 1
Net charge ... +1
Kohn-Sham gap ... 8.78 eV
E_LUMO ... -0.10513 Ha

CARTESIAN COORDINATES (ANGSTROEM)
N 4.5856 -1.2818 2.6405
C 3.5429 -0.6233 1.7972
O 3.1656 -1.2082 0.7393
C 3.0350 0.8099 2.3014
C 1.9611 1.5221 1.3397
C 0.6338 0.6484 1.0698
C -0.4231 1.1170 0.0071
N -1.5242 0.1344 0.0196
C -1.1137 -0.8097 1.0281
C -2.1691 -2.0096 1.3109
C -3.1663 -1.4261 2.4778
C -4.3622 -0.5570 1.8338
C -4.6569 0.7223 2.7843
O -5.1137 1.8833 2.0007
N 0.1542 -0.5921 1.6958
H 4.6953 -0.7112 3.4974
H 4.2044 -2.2085 2.8866
H 2.6832 0.7776 3.4086
H 3.9692 1.5035 2.3119
H 1.5950 2.4658 1.9124
H 2.4212 1.9420 0.3600
H -0.4259 2.0361 -0.6666
H -2.4006 0.1210 -0.5267
H -2.7243 -2.2364 0.3360
H -1.6179 -2.9304 1.7060
H -2.5020 -0.6819 3.0781
H -3.4999 -2.2264 3.2234
H -4.1002 -0.1398 0.7823
H -5.2908 -1.2317 1.8064
H -5.4963 0.4608 3.5217
H -3.7519 1.0681 3.3993
H -4.2946 2.3221 1.6498
H 0.6357 -1.1358 2.4247
C 3.2527 5.4823 1.0089
Cl 3.2433 7.2234 1.3137
Cl 3.4233 4.5857 2.5270
Cl 1.7789 4.9919 0.1581
H 4.1076 5.2495 0.3756
C 5.7380 -1.6941 -2.0486
Cl 4.8697 -0.2897 -2.6878
Cl 5.0855 -3.1909 -2.7293
Cl 7.4695 -1.5592 -2.3877
H 5.6005 -1.7201 -0.9683
C 7.5487 0.3148 -5.5930
Cl 6.6753 1.7192 -6.2280
Cl 6.8967 -1.1831 -6.2743
Cl 9.2803 0.4486 -5.9360
H 7.4139 0.2871 -4.5125
C 7.6062 0.1815 4.8101
Cl 5.9364 0.7501 4.9932
Cl 7.6782 -1.5833 4.9019
Cl 8.2911 0.7525 3.2828
H 8.1984 0.5918 5.6267
C -7.5092 0.4997 -0.6905
Cl -5.9798 -0.2562 -1.1704
Cl -8.0971 1.5786 -1.9622
Cl -8.7194 -0.7346 -0.3144
H -7.3321 1.0916 0.2070
C -4.9597 2.8333 -4.6109
Cl -4.9927 4.5771 -4.3127
Cl -4.7711 1.9454 -3.0899
Cl -6.4279 2.3181 -5.4519
H -4.1042 2.6103 -5.2466
C 8.3393 5.1151 -5.7220
Cl 6.6301 5.2325 -5.2732
Cl 9.3373 6.0817 -4.6254
Cl 8.8675 3.4266 -5.7209
H 8.4566 5.5102 -6.7299
C -2.5939 -5.0787 -1.9228
Cl -3.4444 -3.6039 -2.4105
Cl -1.4679 -4.7372 -0.5997
Cl -3.7466 -6.3333 -1.4497
H -2.0214 -5.4422 -2.7748
C -11.5454 -3.0721 -1.4125
Cl -13.2559 -2.7372 -1.7174
Cl -11.2660 -3.3607 0.3119
Cl -11.0025 -4.4573 -2.3704
H -10.9662 -2.1997 -1.7126
C -12.2699 2.5008 -1.2139
Cl -12.2077 0.7330 -1.1492
Cl -11.0574 3.1246 -2.3422
Cl -13.8876 3.0494 -1.6737
H -12.0458 2.8882 -0.2212
C 3.6819 -3.2064 6.2984
Cl 4.4943 -4.5325 5.4552
Cl 4.3529 -1.6472 5.7955
Cl 1.9375 -3.2570 6.0028
H 3.8520 -3.3242 7.3678
C 7.2872 -0.0412 -9.9901
Cl 6.4139 1.3612 -10.6252
Cl 6.6352 -1.5393 -10.6709
Cl 9.0179 0.0950 -10.3331
H 7.1527 -0.0680 -8.9083
C 0.0532 -3.1671 9.9480
Cl -0.8193 -1.7667 9.3077
Cl -0.5910 -4.6667 9.2650
Cl 1.7858 -3.0257 9.6143
H -0.0867 -3.1939 11.0275



2.
C23H31ClF3KN2O3S | the ωB97M-V functional and the def2-TZVPD basis

E_tot ... -2988.230961 a.u.
Multiplicity ... 1
Net charge ... -2
Kohn-Sham gap ... 5.73 eV
ΔE to the lowest compared entry with this formula, charge and spin ... 0.00 kJ/mol
E_LUMO ... 0.16105 Ha

CARTESIAN COORDINATES (ANGSTROEM)
K -0.1160 -1.6412 -1.8976
C 3.7511 1.0070 0.4656
C 3.0218 1.4527 -0.7911
C 4.0217 1.9739 -1.7946
C 1.9570 2.4898 -0.4216
C 2.2211 3.8650 -0.5101
C 1.2238 4.7962 -0.2910
C -0.0012 4.3674 0.2123
C -0.2784 3.0101 0.3748
C -1.6555 2.6001 0.7990
C -2.8135 3.4327 0.0886
C -1.9277 2.6234 2.2712
C 0.7027 2.0521 0.0377
N 0.3712 0.7031 0.1775
C 0.3298 0.1885 1.3536
C -0.0749 -1.1178 1.7656
C 0.2339 -1.6790 3.0050
C -0.4082 -2.9462 3.0338
C -1.0521 -3.0518 1.8249
N -0.8932 -1.9667 1.0545
C -1.9057 -4.2701 1.4391
C -1.0899 -5.5542 1.7063
C -2.2064 -4.1834 -0.0301
C -3.1913 -4.2446 2.2202
H 4.4568 0.1808 0.2672
H 3.0934 0.7000 1.3004
H 4.3588 1.8486 0.8422
H 2.5102 0.5893 -1.2907
H 4.5916 2.8130 -1.4048
H 3.5590 2.1884 -2.7527
H 4.7888 1.2068 -2.0618
H 3.2267 4.1725 -0.8464
H 1.4487 5.8450 -0.5560
H -0.7618 5.1244 0.3430
H -1.7962 1.6025 0.4674
H -2.8786 4.4406 0.5275
H -3.7414 2.8799 0.3039
H -2.6132 3.5459 -0.9836
H -1.9903 3.6313 2.7194
H -1.1642 2.0908 2.8824
H -2.8789 2.1570 2.3798
H 0.7617 0.8299 2.1387
H 0.8586 -1.2468 3.8050
H -0.2943 -3.6566 3.8062
H -0.2086 -5.4915 1.1028
H -1.6774 -6.4467 1.4164
H -0.7907 -5.6228 2.7320
H -1.2538 -4.1538 -0.5664
H -2.7437 -3.2965 -0.3886
H -2.8180 -5.0932 -0.2828
H -2.9921 -4.3826 3.2861
H -3.8582 -5.0495 1.9148
H -3.7294 -3.3173 2.1614
Cl 2.0156 -4.8276 -3.3375
C 1.1097 -4.3139 -1.7307
H 2.0373 -4.2364 -1.1491
H 0.7384 -5.2849 -1.5018
F -0.1193 3.8088 -3.3228
C -0.7499 2.6621 -3.5579
F -1.1934 2.1750 -2.3768
F -1.8457 2.9446 -4.3228
S 0.4264 1.4556 -4.4027
O -0.2015 0.1451 -4.1330
O 0.4248 1.8057 -5.7970
O 1.6739 1.6697 -3.7241



3.
C23H31EuN3O5P2 | the ωB97M-V functional and the def2-TZVPD basis

E_tot ... -2828.529898 a.u.
Multiplicity ... 8
Net charge ... 0
Kohn-Sham gap (alpha / beta) ... 6.31 / 7.43 eV
ΔE to the lowest compared entry with this formula, charge and spin ... 64.88 kJ/mol
E_LUMO (alpha / beta) ... 0.01043 / -0.00810 Ha

CARTESIAN COORDINATES (ANGSTROEM)
Eu 0.5356 0.0510 0.2204
O 0.4412 -2.0990 0.0837
C -0.1812 -3.0065 0.7387
C 0.3520 -4.3220 0.8672
C -0.2201 -5.2552 1.6865
C -1.3788 -4.9550 2.4173
C -2.0031 -3.7561 2.2095
C -1.4612 -2.7709 1.3579
C -2.3118 -1.7039 0.9644
N -2.0169 -0.6725 0.2374
C -3.1378 0.0382 -0.3500
C -3.1128 -0.1565 -1.8867
N -1.8276 0.3243 -2.3351
C -1.6890 1.5002 -3.0422
C -0.8064 2.5049 -2.7377
C -0.4721 3.5043 -3.7118
C 0.2951 4.5726 -3.3942
C 0.7478 4.7536 -2.0569
C 0.4298 3.8696 -1.0785
C -0.3237 2.6800 -1.3495
O -0.6483 1.8866 -0.4332
H 1.2204 -4.5672 0.2745
H 0.2174 -6.2392 1.7686
H -1.7932 -5.6794 3.0998
H -2.9459 -3.5464 2.6946
H -3.3624 -1.8511 1.2508
H -4.1038 -0.3316 0.0209
H -3.0538 1.1078 -0.1315
H -3.2126 -1.2176 -2.1218
H -3.9136 0.4110 -2.3616
H -2.2787 1.5562 -3.9507
H -0.8127 3.3531 -4.7253
H 0.5705 5.3000 -4.1446
H 1.3497 5.6198 -1.8255
H 0.7604 4.0065 -0.0587
C 3.4687 -2.7618 1.2011
P 2.7977 -1.0865 1.5466
C 4.3897 -0.1751 1.7292
C 2.3366 -1.3071 3.3397
C 1.6456 -0.0557 3.8756
P -0.0160 0.2184 3.0887
C -1.0825 -0.7011 4.2817
C -0.3099 1.9204 3.7080
H 4.4136 -2.9237 1.7188
H 3.6196 -2.8597 0.1269
H 2.7455 -3.5098 1.5165
H 5.0681 -0.7125 2.3920
H 4.2166 0.8251 2.1207
H 4.8436 -0.0833 0.7425
H 3.2326 -1.5381 3.9248
H 1.6615 -2.1675 3.4082
H 2.2525 0.8275 3.6576
H 1.5075 -0.1232 4.9600
H -0.8669 -0.3766 5.2996
H -0.9174 -1.7733 4.1979
H -2.1270 -0.4919 4.0555
H -0.0750 1.9858 4.7700
H -1.3508 2.1931 3.5504
H 0.3206 2.6049 3.1484
O 1.6414 1.8362 1.2616
C 2.3906 1.8882 0.2637
O 2.3360 1.0887 -0.6843
H 3.1582 2.6945 0.2319
O 0.3262 -0.0171 -2.0575
N -0.8308 -0.4540 -1.9545



4.
C23H31InN3P2S | the ωB97M-V functional and the def2-TZVPD basis

E_tot ... -2330.067721 a.u.
Multiplicity ... 1
Net charge ... +1
Kohn-Sham gap ... 5.78 eV
E_LUMO ... -0.08104 Ha

CARTESIAN COORDINATES (ANGSTROEM)
C 3.7103 0.1152 -3.5174
C 3.0539 0.7855 -2.4886
C 1.7925 1.4164 -2.7819
C 1.2982 1.4777 -4.1062
C 2.0597 0.8952 -5.1122
C 3.2182 0.1825 -4.8204
C -0.0090 2.1731 -4.4430
C -0.3995 3.1227 -3.3171
C 0.1880 3.0548 -2.0292
C -0.0623 4.0403 -1.0141
C -1.0708 4.9565 -1.2722
C -1.6937 5.0073 -2.5239
C -1.3174 4.1378 -3.5457
H 4.5819 -0.4943 -3.2880
H 1.6915 0.9988 -6.1282
H 3.7235 -0.3528 -5.6128
H 0.1487 2.7519 -5.3756
H -1.4220 5.6027 -0.4650
H -2.5040 5.7149 -2.7027
H -1.7008 4.2481 -4.5624
N 1.0082 1.9544 -1.7539
In -0.0179 0.6721 -0.2882
C 3.5728 0.6607 -1.0505
H 3.4147 1.5779 -0.4646
H 4.6558 0.4528 -1.0452
C 0.5495 3.9507 0.3977
H 1.6481 3.8538 0.3732
H 0.2837 4.8422 0.9958
P 2.8018 -0.7546 -0.2075
P -0.1640 2.5205 1.2721
C -1.8065 2.9787 1.8112
H -2.3392 2.1041 2.1930
H -1.7465 3.7486 2.5868
H -2.3991 3.3548 0.9741
C 0.8996 2.0995 2.6516
H 0.7905 2.8378 3.4474
H 0.6282 1.1121 3.0327
H 1.9461 2.0416 2.3405
C 3.1594 -2.2924 -1.0564
H 4.2372 -2.4804 -1.0597
H 2.6316 -3.0892 -0.5161
H 2.7690 -2.2418 -2.0794
C 3.2929 -0.8082 1.5073
H 2.6461 -1.5316 2.0264
H 4.3401 -1.1452 1.5668
H 3.1916 0.1774 1.9899
H -0.8157 1.5322 -4.8609
H 1.3337 -0.8943 -0.2574
C -2.5885 -0.9286 3.0551
N -2.4547 -1.9075 1.9781
C -2.3690 -3.2758 2.1479
C -2.3079 -3.8370 0.9169
N -2.3535 -2.8000 0.0063
C -2.4785 -1.6010 0.6528
S -2.5270 -0.0483 -0.0676
H -1.7207 -0.2564 3.0776
H -3.4980 -0.3396 2.8906
H -2.6549 -1.4757 4.0005
H -2.3812 -3.7186 3.1228
H -2.2548 -4.8607 0.6154
H -2.3551 -2.8814 -1.0073



5.
C23H31N3O2 | the ωB97M-V functional and the def2-TZVPD basis

E_tot ... -1209.828461 a.u.
Multiplicity ... 1
SMILES ... Cc1cccc(C(=O)NCCCN(C)CCCNC(=O)c2cccc(C)c2)c1
Net charge ... 0
Kohn-Sham gap ... 9.30 eV
ΔE to the lowest compared entry with this formula, charge and spin ... 17.85 kJ/mol
E_LUMO ... 0.03050 Ha

CARTESIAN COORDINATES (ANGSTROEM)
C 3.0283 -4.1253 -2.8646
C 2.3568 -3.6123 -1.6270
C 1.6319 -4.4618 -0.8016
C 1.0372 -3.9828 0.3531
C 1.1490 -2.6497 0.7021
C 1.8684 -1.7834 -0.1151
C 2.0521 -0.3288 0.1683
O 2.9241 0.3264 -0.3802
N 1.2044 0.2038 1.0770
C 1.1387 1.6291 1.3000
C 0.8575 1.9640 2.7639
C 0.2846 3.3827 2.9232
N -1.1704 3.3477 2.9429
C -1.6961 3.2897 4.2872
C -1.8332 4.3145 2.0908
C -1.8977 3.7989 0.6474
C -2.6070 2.4410 0.6009
N -2.1123 1.5938 -0.4598
C -1.6308 0.3529 -0.2309
O -1.6593 -0.1763 0.8691
C -1.0426 -0.3281 -1.4190
C -0.2168 0.3457 -2.3125
C 0.3537 -0.3439 -3.3661
C 0.0907 -1.6909 -3.5433
C -0.7275 -2.3798 -2.6569
C -1.0342 -3.8312 -2.8576
C -1.2744 -1.6875 -1.5870
C 2.4680 -2.2783 -1.2675
H 2.5307 -5.0173 -3.2393
H 3.0341 -3.3648 -3.6419
H 4.0641 -4.3848 -2.6441
H 1.5355 -5.5069 -1.0618
H 0.4817 -4.6577 0.9888
H 0.6892 -2.3030 1.6147
H 0.3668 -0.3043 1.3291
H 2.0916 2.0512 0.9718
H 0.3395 2.0498 0.6805
H 1.7720 1.8528 3.3469
H 0.1210 1.2557 3.1457
H 0.6680 3.8367 3.8485
H 0.6277 4.0048 2.0935
H -1.5303 4.2193 4.8558
H -1.2136 2.4717 4.8197
H -2.7662 3.0891 4.2515
H -2.8543 4.4477 2.4550
H -1.3414 5.3013 2.1067
H -0.8821 3.6884 0.2641
H -2.4122 4.5309 0.0222
H -2.4015 1.9061 1.5320
H -3.6888 2.5783 0.4979
H -2.1034 1.9603 -1.3985
H 0.0124 1.3916 -2.1679
H 1.0103 0.1720 -4.0506
H 0.5331 -2.2177 -4.3765
H -0.2642 -4.3108 -3.4560
H -1.9874 -3.9409 -3.3763
H -1.1095 -4.3415 -1.9008
H -1.8968 -2.1993 -0.8675
H 3.0307 -1.5892 -1.8801



6.
C23H31N3O5S | the ωB97M-V functional and the def2-TZVPD basis

E_tot ... -1833.643881 a.u.
Multiplicity ... 1
SMILES ... O=S(=O)(c1ccc(OC[C@H](O)CN2CCN(c3ccccc3)CC2)cc1)N1CCOCC1
Net charge ... 0
Kohn-Sham gap ... 8.34 eV
ΔE to the lowest compared entry with this formula, charge and spin ... 387.27 kJ/mol
E_LUMO ... 0.02050 Ha

CARTESIAN COORDINATES (ANGSTROEM)
O 3.8734 -0.3429 3.3714
S 2.8631 -1.3573 3.4011
O 3.1355 -2.6367 2.8177
C 1.3574 -0.7036 2.6920
C 0.4182 -1.5713 2.1739
C -0.7713 -1.0818 1.6613
C -1.0142 0.2919 1.6675
O -2.1213 0.8853 1.1670
C -3.0228 0.1265 0.3857
C -3.8273 1.0898 -0.5060
O -4.7523 0.3615 -1.2680
C -2.8807 1.8925 -1.4183
N -2.1888 0.9748 -2.3164
C -0.7540 0.8957 -2.0911
C -0.1989 -0.2699 -2.9165
N -0.4533 -0.0965 -4.3281
C 0.4484 0.5907 -5.1351
C 0.2742 0.5855 -6.5244
C 1.1790 1.2057 -7.3607
C 2.2958 1.8426 -6.8456
C 2.4918 1.8409 -5.4769
C 1.5848 1.2299 -4.6310
C -1.8753 0.0476 -4.5522
C -2.4456 1.2108 -3.7278
C -0.0578 1.1575 2.2136
C 1.1214 0.6601 2.7245
N 2.4963 -1.6274 5.0069
C 2.2627 -0.4511 5.8114
C 2.3118 -0.8663 7.2842
O 1.3728 -1.8819 7.5530
C 1.6150 -3.0220 6.7613
C 1.5428 -2.6791 5.2710
H 0.6371 -2.6271 2.1586
H -1.5004 -1.7719 1.2684
H -3.7096 -0.4395 1.0272
H -2.4855 -0.5692 -0.2695
H -4.4057 1.7722 0.1233
H -4.2459 -0.0952 -1.9542
H -2.1781 2.4526 -0.7956
H -3.4798 2.6095 -1.9868
H -0.5578 0.7240 -1.0316
H -0.2520 1.8326 -2.3888
H 0.8668 -0.4048 -2.7378
H -0.7126 -1.1881 -2.6078
H -0.5681 0.0692 -6.9594
H 1.0146 1.1822 -8.4284
H 3.0033 2.3263 -7.5013
H 3.3582 2.3290 -5.0540
H 1.7739 1.2655 -3.5695
H -2.0832 0.2220 -5.6056
H -2.3644 -0.8843 -4.2473
H -3.5238 1.2776 -3.8891
H -1.9800 2.1517 -4.0736
H -0.2678 2.2152 2.2142
H 1.8807 1.3121 3.1258
H 3.0490 0.2659 5.5780
H 1.2777 -0.0097 5.5891
H 2.0498 -0.0288 7.9325
H 3.3249 -1.2193 7.5241
H 0.8473 -3.7492 7.0300
H 2.6099 -3.4312 6.9875
H 1.8210 -3.5344 4.6563
H 0.5193 -2.3565 5.0196



7.
C23H31N7O3S2 | the ωB97M-V functional and the def2-TZVPD basis

E_tot ... -2300.513039 a.u.
Multiplicity ... 1
SMILES ... CCCCn1c(N)c(N(CCC(C)C)C(=O)CSc2nnc(Nc3ccccc3)s2)c(=O)[nH]c1=O
Net charge ... 0
Kohn-Sham gap ... 8.41 eV
ΔE to the lowest compared entry with this formula, charge and spin ... 1.96 kJ/mol
E_LUMO ... 0.01365 Ha

CARTESIAN COORDINATES (ANGSTROEM)
C -1.9897 -5.1032 0.4875
C -2.9081 -3.9962 -0.0119
C -2.4251 -3.4473 -1.3529
C -3.3361 -2.3354 -1.8835
N -3.3682 -1.1827 -0.9941
C -2.3015 -0.3340 -0.8985
N -1.3109 -0.4310 -1.8230
C -2.2698 0.6519 0.0664
N -1.1071 1.4639 0.1696
C -0.9931 2.6076 -0.7296
C -1.6472 3.8465 -0.1163
C -1.8067 5.0001 -1.1096
C -2.5886 6.1345 -0.4506
C -0.4540 5.5121 -1.5994
C -0.2052 1.3416 1.1681
O 0.8044 2.0167 1.2253
C -0.4798 0.2899 2.2336
S -0.6101 -1.4176 1.5992
C 0.7890 -1.4524 0.5706
N 0.7892 -1.9923 -0.5970
N 1.9520 -1.9272 -1.2284
C 2.8832 -1.3175 -0.5531
N 4.1280 -1.1898 -1.0491
C 5.2404 -0.5141 -0.5488
C 5.1545 0.5070 0.3921
C 6.3058 1.1333 0.8351
C 7.5459 0.7621 0.3464
C 7.6321 -0.2400 -0.6069
C 6.4902 -0.8731 -1.0545
S 2.3514 -0.7618 1.0287
C -3.3639 0.8412 0.9731
O -3.4262 1.6409 1.8872
N -4.4271 -0.0279 0.7248
C -4.4908 -1.0444 -0.1856
O -5.4578 -1.7607 -0.2896
H -0.9791 -4.7214 0.6145
H -2.3365 -5.4832 1.4447
H -1.9612 -5.9280 -0.2212
H -2.9219 -3.1910 0.7254
H -3.9275 -4.3721 -0.1143
H -2.4149 -4.2512 -2.0916
H -1.3989 -3.0942 -1.2256
H -3.0354 -2.0108 -2.8828
H -4.3643 -2.7019 -1.9302
H -1.1171 -1.3306 -2.2311
H -0.4817 0.1018 -1.6091
H 0.0712 2.7860 -0.8988
H -1.4802 2.3472 -1.6725
H -1.0448 4.1733 0.7330
H -2.6298 3.5635 0.2667
H -2.3789 4.6395 -1.9731
H -3.5587 5.7837 -0.1068
H -2.7465 6.9498 -1.1531
H -2.0412 6.5202 0.4063
H 0.1708 5.7920 -0.7544
H 0.0681 4.7554 -2.1792
H -0.5890 6.3876 -2.2310
H -1.4309 0.4933 2.7250
H 0.3284 0.3256 2.9656
H 4.2796 -1.7293 -1.8919
H 4.1993 0.8376 0.7666
H 6.2253 1.9241 1.5651
H 8.4390 1.2543 0.6988
H 8.5932 -0.5311 -1.0032
H 6.5572 -1.6543 -1.7987
H -5.2362 0.0718 1.3277